# H10O5Tl

H10O5Tl as an isolated structure (ωB97M-V/def2-TZVPD, OMol25).

Positions of all 16 atoms, in Å:
1 Tl -0.41 0.82 0.80
2 O -2.73 0.53 -1.07
3 H -3.28 1.18 -1.50
4 H -2.96 -0.30 -1.49
5 O 1.22 -1.48 1.74
6 H 1.69 -1.62 2.57
7 H 1.27 -2.32 1.29
8 O 1.89 1.09 2.52
9 H 2.55 0.41 2.56
10 H 2.29 1.85 2.95
11 O 0.04 1.61 -2.00
12 H -0.57 2.19 -2.45
13 H 0.81 1.58 -2.58
14 O -0.55 -1.51 -0.94
15 H -0.90 -2.32 -0.57
16 H -0.36 -1.72 -1.85

The value obtained for the electronic energy is -15073.70613 eV. Its multiplicity is 2. For the energy above the lowest of the compared OMol25 structures with the same formula, charge and spin, the calculation gives 0.0 kcal/mol. Its HOMO-LUMO gap (spin up / spin down) is 11.4 / 4.8 eV. As for the largest force on an atom: 1.66 eV/A. Its charge is +2. As for the expectation value of S²: 0.76.

---

# C5H10O2

One molecule with the formula C5H10O2 (ωB97M-V/def2-TZVPD, OMol25).

Positions of all 17 atoms, in Å:
1 O -0.79 -2.08 0.58
2 C -0.48 -1.00 0.96
3 O 0.16 -0.79 2.22
4 C -0.68 0.35 0.13
5 C 0.48 0.90 -0.63
6 C 0.82 -0.07 -1.83
7 C 0.28 2.36 -1.16
8 H 0.17 -1.68 2.50
9 H -1.03 1.14 0.78
10 H -1.60 0.04 -0.49
11 H 1.21 1.10 0.10
12 H 1.80 0.17 -2.00
13 H 0.05 -0.08 -2.70
14 H 0.90 -1.10 -1.48
15 H 0.67 3.05 -0.31
16 H -0.69 2.62 -1.52
17 H 1.01 2.49 -2.09

The value obtained for the electronic energy is -9441.47054 eV. As for the structure (SMILES): CC(C)CC(=O)O. For the energy above the lowest of the compared OMol25 structures with the same formula, charge and spin, the calculation gives 36.3 kcal/mol. Its HOMO-LUMO gap is 11.4 eV. As for the largest force on an atom: 3.42 eV/A.

---

# C18H47N3O7

C18H47N3O7 as an isolated structure (ωB97M-V/def2-TZVPD, OMol25).

Positions of all 75 atoms, in Å:
1 C -22.13 11.71 -14.92
2 O -21.75 12.75 -15.78
3 C -20.35 13.12 -15.71
4 C -19.88 13.90 -17.00
5 N -20.90 14.98 -17.13
6 C -20.81 15.59 -18.47
7 C -21.81 16.72 -18.77
8 O -23.08 16.10 -18.70
9 C -24.26 16.87 -18.84
10 H -23.07 11.30 -15.29
11 H -22.28 11.94 -13.86
12 H -21.43 10.89 -15.10
13 H -19.72 12.24 -15.63
14 H -20.12 13.65 -14.79
15 H -19.76 13.24 -17.86
16 H -18.91 14.36 -16.84
17 H -21.77 14.48 -17.08
18 H -20.83 14.83 -19.25
19 H -19.80 15.98 -18.60
20 H -21.75 17.29 -19.70
21 H -21.76 17.43 -17.94
22 H -24.47 17.28 -19.82
23 H -24.30 17.75 -18.19
24 H -25.06 16.13 -18.69
25 C -16.78 15.59 -17.90
26 O -15.61 15.83 -17.23
27 C -15.76 16.36 -15.92
28 C -14.31 16.70 -15.45
29 N -13.47 15.55 -15.08
30 C -12.11 15.96 -14.91
31 C -11.81 17.11 -13.86
32 O -10.39 17.32 -13.72
33 C -10.15 18.56 -13.12
34 H -16.53 14.95 -18.75
35 H -17.13 16.55 -18.29
36 H -17.52 15.08 -17.29
37 H -16.37 15.62 -15.41
38 H -16.35 17.27 -15.89
39 H -14.35 17.37 -14.60
40 H -13.91 17.39 -16.20
41 H -13.55 14.85 -15.81
42 H -11.73 16.19 -15.90
43 H -11.57 15.05 -14.67
44 H -12.40 16.72 -13.03
45 H -12.29 18.02 -14.21
46 H -9.07 18.70 -13.18
47 H -10.30 18.45 -12.05
48 H -10.79 19.36 -13.49
49 C -14.17 14.14 -13.40
50 O -14.81 13.10 -14.05
51 C -14.68 13.11 -15.48
52 C -15.61 12.16 -16.14
53 N -16.98 12.58 -15.79
54 C -18.09 11.72 -16.27
55 C -18.48 11.73 -17.68
56 O -19.37 10.63 -17.97
57 C -19.95 10.66 -19.21
58 H -13.10 14.14 -13.58
59 H -14.29 14.05 -12.32
60 H -14.56 15.10 -13.74
61 H -13.65 12.91 -15.79
62 H -14.93 14.13 -15.76
63 H -15.53 11.10 -15.88
64 H -15.55 12.29 -17.22
65 H -16.95 12.70 -14.79
66 H -18.92 12.00 -15.62
67 H -17.92 10.68 -15.98
68 H -17.60 11.57 -18.30
69 H -18.92 12.69 -17.97
70 H -20.42 11.63 -19.33
71 H -20.67 9.85 -19.34
72 H -19.24 10.58 -20.03
73 O -17.64 14.28 -16.78
74 H -16.98 14.12 -17.46
75 H -17.59 13.52 -16.21

The value obtained for the electronic energy is -38209.02001 eV. For the energy above the lowest of the compared OMol25 structures with the same formula, charge and spin, the calculation gives 522.3 kcal/mol. Its HOMO-LUMO gap is 7.5 eV. As for the largest force on an atom: 11.35 eV/A.

---

# C36H38F3NO2Si

One molecule with the formula C36H38F3NO2Si (ωB97M-V/def2-TZVPD, OMol25).

Positions of all 81 atoms, in Å:
1 F 1.31 2.70 2.24
2 C 0.80 1.43 2.17
3 F 0.95 0.87 3.41
4 F -0.55 1.55 1.93
5 C 1.46 0.61 1.10
6 C 1.57 -0.77 1.24
7 C 2.22 -1.52 0.25
8 C 2.72 -0.83 -0.87
9 O 3.20 -1.37 -2.03
10 C 2.63 0.56 -0.96
11 C 1.96 1.28 0.00
12 H 1.14 -1.26 2.11
13 H 2.29 -2.61 0.36
14 H 3.06 1.02 -1.85
15 H 1.87 2.35 -0.13
16 C 7.27 -7.28 4.53
17 Si 8.64 -6.30 3.75
18 C 9.71 -5.56 5.08
19 C 9.69 -7.30 2.59
20 O 7.95 -5.03 2.91
21 C 7.53 -4.75 1.59
22 C 8.73 -4.29 0.72
23 C 9.91 -3.82 1.30
24 C 10.97 -3.43 0.47
25 C 10.82 -3.41 -0.91
26 C 9.62 -3.82 -1.49
27 C 8.58 -4.28 -0.67
28 C 6.78 -5.95 1.01
29 C 7.46 -6.87 0.20
30 C 6.78 -7.99 -0.30
31 C 5.45 -8.21 0.03
32 C 4.80 -7.33 0.91
33 C 5.48 -6.23 1.44
34 C 6.60 -3.49 1.72
35 C 7.32 -2.31 2.38
36 C 7.63 -1.28 1.29
37 C 6.80 -1.70 0.07
38 N 6.16 -2.95 0.43
39 C 5.19 -3.43 -0.37
40 C 5.01 -2.89 -1.62
41 C 3.68 -2.71 -2.23
42 C 3.59 -2.79 -3.76
43 C 2.40 -2.32 -4.35
44 C 2.22 -2.35 -5.73
45 C 3.23 -2.87 -6.55
46 C 4.46 -3.25 -5.99
47 C 4.65 -3.18 -4.59
48 H 7.70 -8.07 5.16
49 H 6.65 -6.63 5.17
50 H 6.62 -7.75 3.78
51 H 10.08 -6.38 5.72
52 H 10.57 -5.03 4.66
53 H 9.14 -4.87 5.71
54 H 10.35 -7.94 3.19
55 H 9.09 -7.95 1.94
56 H 10.32 -6.66 1.96
57 H 10.01 -3.79 2.38
58 H 11.91 -3.13 0.94
59 H 11.64 -3.06 -1.55
60 H 9.47 -3.81 -2.57
61 H 7.65 -4.65 -1.12
62 H 8.51 -6.71 -0.04
63 H 7.32 -8.68 -0.95
64 H 4.91 -9.06 -0.39
65 H 3.76 -7.50 1.20
66 H 5.00 -5.59 2.19
67 H 5.72 -3.77 2.32
68 H 6.59 -1.86 3.06
69 H 8.20 -2.60 2.97
70 H 7.32 -0.27 1.59
71 H 8.69 -1.24 1.01
72 H 6.04 -0.94 -0.18
73 H 7.42 -1.82 -0.84
74 H 4.61 -4.30 -0.03
75 H 5.86 -2.52 -2.20
76 H 3.00 -3.44 -1.79
77 H 1.61 -1.89 -3.72
78 H 1.29 -1.94 -6.14
79 H 3.06 -2.96 -7.62
80 H 5.28 -3.57 -6.63
81 H 5.62 -3.40 -4.14

The value obtained for the electronic energy is -59565.51025 eV. As for the structure (SMILES): C[Si](C)(C)OC(c1ccccc1)(c1ccccc1)[C@H]1CCCN1/C=C/[C@@H](Oc1ccc(C(F)(F)F)cc1)c1ccccc1. For the energy above the lowest of the compared OMol25 structures with the same formula, charge and spin, the calculation gives 6.6 kcal/mol. Its HOMO-LUMO gap is 8.1 eV. As for the largest force on an atom: 1.39 eV/A.

---

# H3N2P

One molecule with the formula H3N2P (ωB97M-V/def2-TZVPD, OMol25).

Positions of all 6 atoms, in Å:
1 N 1.23 1.25 0.16
2 N -0.62 -0.85 0.06
3 P -0.07 0.15 1.24
4 H 1.74 1.77 0.87
5 H -0.13 -0.86 -0.82
6 H -1.55 -1.23 0.07

The value obtained for the electronic energy is -12315.35085 eV. As for the structure (SMILES): [H]/N=P/N. For the energy above the lowest of the compared OMol25 structures with the same formula, charge and spin, the calculation gives 48.6 kcal/mol. Its HOMO-LUMO gap (spin up / spin down) is 7.7 / 8.8 eV. As for the largest force on an atom: 6.41 eV/A.

---

Which of these has the highest electronic energy?
C5H10O2

---

What is the electronic energy in the third record?
-38209.02001 eV